# 1
Below is a single C4H8N2O2 molecule at a distorted geometry, with properties calculated with ωB97M-V/def2-TZVPD.

Output
SMILES: [H]/N=C(/N=C(/C)O)OC
Energy above the lowest of the compared OMol25 structures with the same formula, charge and spin, kcal/mol: 42.2
Highest occupied orbital energy, eV: -9.6803

The geometry in ORCA input format:
```
! RIJCOSX wB97M-V def2-TZVPD def2/J DEFGRID3
* xyz 0 1
H -2.6286 -1.1732 -0.6608
N -1.9757 -1.2578 0.1086
C -0.9688 -0.5192 0.0745
N 0.0234 -0.6130 0.9880
C 1.0290 0.1757 1.1082
C 2.0560 -0.1250 2.1494
O 1.3029 1.2180 0.3407
O -0.7284 0.5035 -0.9567
C -1.3105 0.3091 -2.2280
H 2.1617 0.7401 2.8087
H 3.0200 -0.2995 1.6698
H 1.7559 -0.9997 2.7225
H 0.6247 1.2226 -0.4408
H -1.1393 -0.7080 -2.5906
H -2.3870 0.5000 -2.1869
H -0.8353 1.0263 -2.9066
*
```


# 2
Below is a single C4H8N2O2 molecule at a distorted geometry, with properties calculated with ωB97M-V/def2-TZVPD.

Output
SMILES: CN1NC=CC1(O)O
Energy above the lowest of the compared OMol25 structures with the same formula, charge and spin, kcal/mol: 77.6
Highest occupied orbital energy, eV: -8.2080

The geometry in ORCA input format:
```
! RIJCOSX wB97M-V def2-TZVPD def2/J DEFGRID3
* xyz 0 1
C -0.1092 1.5628 0.7015
N 0.2934 0.0949 0.4669
N 1.2764 0.1838 -0.6149
C 1.1799 -0.9332 -1.2905
C 0.0925 -1.6686 -0.9959
C -0.7172 -0.8204 -0.0537
O -1.2884 -1.4767 1.0814
O -1.7800 -0.1817 -0.7497
H 0.6872 1.9196 1.2629
H -0.0296 2.1447 -0.2434
H -1.0451 1.6443 1.2028
H 2.1722 0.5212 -0.2926
H 1.9976 -1.1108 -1.9428
H -0.3363 -2.4471 -1.5812
H -0.5575 -1.3892 1.6970
H -2.4004 -0.0893 0.0226
*
```


# 3
Below is a molecular structure, C4H8N2O2 at a distorted geometry, with properties calculated with ωB97M-V/def2-TZVPD.

Output
Energy above the lowest of the compared OMol25 structures with the same formula, charge and spin, kcal/mol: 107.6
Highest occupied orbital energy, eV: -9.2272

The geometry in ORCA input format:
```
! RIJCOSX wB97M-V def2-TZVPD def2/J DEFGRID3
* xyz 0 1
N -0.0349 1.7317 -0.6297
C -0.1946 0.3017 -0.3756
C 0.5548 -0.3685 0.7658
C 1.8826 -0.6654 0.4009
O 2.4403 -0.3225 -0.7951
C -1.6870 0.0121 -0.1928
N -1.9564 -1.3522 -0.2263
O -2.5402 0.8544 -0.0472
H 0.9536 1.9693 -0.6624
H -0.4844 2.2874 0.0877
H 0.0890 -0.2349 -1.2918
H 2.1176 0.4874 -0.0625
H 0.4105 0.1172 1.7376
H 2.5264 -1.3331 0.9957
H -2.8781 -1.6302 0.0720
H -1.1992 -1.8545 0.2239
*
```


# 4
Below is a molecular structure, C4H8N2O2 at a distorted geometry, with properties calculated with ωB97M-V/def2-TZVPD.

Output
Energy above the lowest of the compared OMol25 structures with the same formula, charge and spin, kcal/mol: 220.5
Highest occupied orbital energy, eV: -8.6528

The geometry in ORCA input format:
```
! RIJCOSX wB97M-V def2-TZVPD def2/J DEFGRID3
* xyz 0 1
C 1.4532 1.0705 -0.0961
C -0.3515 -0.3926 -0.1717
C -1.5473 -0.7753 -0.8966
C -1.5488 -0.5997 0.7562
H 3.5905 -1.0236 0.3248
H 1.8327 2.0875 -0.0081
H -1.1011 1.5455 0.7856
H 0.7169 -1.0097 0.0601
H -2.2380 -0.1309 -1.2447
H -1.4476 -1.8820 -1.2022
H -2.6506 0.2185 0.9814
H -1.4889 -1.3231 1.6230
N 2.5813 0.4240 0.1328
N 0.2080 0.8565 -0.5832
O 2.7558 -0.8761 -0.2732
O -0.7646 1.8105 -0.1882
*
```


# 5
Below is a single C4H8N2O2 molecule at a distorted geometry, with properties calculated with ωB97M-V/def2-TZVPD.

Output
SMILES: CO/C=C\N=C/NO
Energy above the lowest of the compared OMol25 structures with the same formula, charge and spin, kcal/mol: 199.0
Highest occupied orbital energy, eV: -8.2956

The geometry in ORCA input format:
```
! RIJCOSX wB97M-V def2-TZVPD def2/J DEFGRID3
* xyz 0 1
C 2.7610 -0.6591 0.5412
O 1.4932 -0.5646 -0.2051
C 1.1930 0.8306 -0.4658
C -0.0270 1.4082 -0.3003
N -1.1035 1.1245 0.7012
C -1.7663 -0.0011 0.9643
N -1.6799 -1.1505 0.0593
O -1.4196 -0.4528 -1.1374
H 3.5822 -0.3283 -0.1069
H 3.0089 -1.6609 0.5303
H 3.0102 0.0541 1.4481
H 1.9379 1.5310 -0.9635
H -0.2362 2.3234 -0.6872
H -2.1499 -0.4196 2.1542
H -2.7384 -1.4892 -0.1218
H -0.4840 -1.1605 -1.2734
*
```


# 6
Below is a single C4H8N2O2 molecule at a distorted geometry, with properties calculated with ωB97M-V/def2-TZVPD.

Output
Energy above the lowest of the compared OMol25 structures with the same formula, charge and spin, kcal/mol: 183.0
Highest occupied orbital energy (alpha / beta), eV: -7.0746 / -7.0950

The geometry in ORCA input format:
```
! RIJCOSX wB97M-V def2-TZVPD def2/J DEFGRID3
* xyz 0 1
C -0.1273 0.1495 0.8865
C 1.3330 0.5435 0.9973
C 2.2895 -0.1249 -1.1018
C -0.7881 -1.1275 0.4586
N -0.8199 0.0954 -0.3979
N -2.0299 0.7684 -0.6189
O 2.2631 0.3016 0.1001
O -0.1816 -2.2575 0.0125
H -0.7026 0.7028 1.6842
H 1.7904 0.6859 1.8772
H 3.2141 0.0773 -1.7134
H 1.4304 -0.4764 -1.5781
H -1.6932 -1.4495 1.1444
H -2.5118 0.8555 0.2666
H -1.9275 1.5340 -1.2661
H -0.7518 -2.8568 -0.6069
*
```